[1]
68
Properties=species:S:1:pos:R:3:forces:R:3:lowdin_charge:R:1 method="wB97M-V/def2-TZVPD" de_lowest_kcal_mol=28.2 orbital_gap_ev="6.718 / 6.741" charge=+1
Ce 0.1419 0.0930 -0.6832 -0.9 -0.3 2.9 1.4161
Cl -5.3996 -1.7620 -2.6524 0.0 0.0 0.0 0.7300
F 4.3097 3.3904 1.7010 0.2 0.0 0.1 0.0876
F 0.2250 5.5405 1.1201 -0.1 0.1 -0.1 0.0857
O 1.8277 0.0347 -2.3311 -0.5 0.1 0.7 -0.0250
O 0.4231 -3.8086 -2.8242 0.0 0.3 -0.2 0.0641
O -0.0363 1.1030 -2.8219 0.1 -0.3 0.8 -0.0018
O -0.2585 -0.2111 1.9597 0.1 0.3 -0.7 -0.0611
N 2.4224 -1.4067 0.2928 -0.1 0.4 -0.3 0.0728
N 1.3433 -1.2125 3.1973 0.0 0.0 -0.2 0.1106
N -0.4145 -1.7113 -2.3223 0.6 1.6 0.1 -0.0639
N -2.5046 -0.4693 -0.2949 0.2 0.0 -0.2 -0.0049
N -0.3048 -2.7022 0.3040 0.1 0.2 -0.4 0.0253
N -1.4478 2.3381 -0.7810 0.6 -0.3 -0.1 0.0565
C 0.4916 3.3586 0.2429 -0.2 -0.4 -0.3 -0.1152
C 0.0635 -0.9842 2.8651 0.1 -0.3 0.4 -0.5024
C 2.4472 -0.5129 2.5571 -0.1 -0.1 -0.2 -0.0883
C -4.5482 -0.2205 0.9135 -0.1 0.0 -0.1 -0.0237
C 1.2562 2.1744 0.1721 -0.1 0.4 0.1 -0.1168
C 0.9965 4.4611 0.9243 0.2 -0.1 0.2 -0.2185
C -0.8336 -3.5055 -0.8136 0.1 -0.1 -0.1 -0.1372
C 4.1926 -2.7644 -0.5786 0.1 0.0 0.0 -0.0131
C -0.9619 -1.7050 3.7052 0.0 0.1 -0.2 0.0275
C -1.0501 4.6501 -1.2270 -0.2 0.0 0.0 0.0204
C -4.5734 -1.1221 -1.2840 0.0 0.0 0.1 -0.6395
C 0.1530 -1.1373 -3.5573 0.0 -0.2 -0.3 -0.0928
C 3.0903 -1.3205 1.4534 0.0 0.0 0.2 -0.2491
C -0.7378 3.4578 -0.5738 0.0 0.2 0.0 -0.1991
C -2.4588 2.3882 -1.6532 -0.3 -0.1 0.0 -0.1147
C -5.2690 -0.7471 -0.1462 0.0 0.0 0.0 -0.0590
C 3.0485 3.3818 1.2599 -0.2 0.1 0.0 -0.2668
C -3.1952 -0.9756 -1.3224 -0.1 -0.1 0.1 -0.1725
C 2.2713 4.5049 1.4484 0.0 0.0 0.0 0.0916
C 4.3078 -1.9492 1.6569 0.0 0.0 -0.1 -0.0004
C 0.7429 0.1241 -2.9719 0.6 -0.4 -3.4 -0.6957
C -2.8259 3.5224 -2.3457 0.0 0.0 0.1 -0.0289
C 4.8764 -2.6769 0.6203 -0.1 0.0 0.0 -0.0250
C -0.1894 -3.0225 -2.1198 -0.2 -0.8 0.7 -0.5489
C -2.1011 4.6840 -2.1224 0.0 -0.1 0.1 -0.0209
C 2.9690 -2.1263 -0.6956 0.0 -0.1 0.1 -0.0951
C -3.1758 -0.0911 0.7965 0.1 0.1 0.1 -0.1217
C 2.5606 2.2384 0.6620 -0.1 -0.8 -0.3 -0.0463
H -3.0121 1.4708 -1.8070 0.1 0.0 0.0 0.1022
H -0.4533 5.5327 -1.0606 0.0 0.0 0.0 0.1223
H 4.5961 -3.3123 -1.4179 0.0 0.0 0.0 0.1221
H 3.2366 1.3941 0.5627 0.0 0.1 0.0 0.1145
H -0.6363 -0.8916 -4.2677 0.0 0.0 0.0 0.1352
H -3.6418 3.4878 -3.0526 0.0 0.0 0.0 0.1146
H -6.3434 -0.8619 -0.0998 0.0 0.0 0.0 0.1202
H 0.8846 -1.8020 -4.0141 0.1 0.0 0.0 0.1314
H 2.0310 0.3965 2.1324 0.1 0.1 0.1 0.0918
H 2.6369 5.3836 1.9596 0.0 0.0 0.0 0.1413
H -1.9206 -1.7048 3.1919 0.0 0.0 0.0 0.0821
H -0.6314 -4.5709 -0.7024 0.0 0.0 0.0 0.1238
H -2.5822 0.3365 1.5944 0.0 0.0 0.0 0.1082
H 3.1851 -0.2440 3.3104 0.0 0.0 0.0 0.1395
H 1.5492 -1.9078 3.8952 -0.1 0.0 0.1 0.1569
H 0.6558 -2.9883 0.4577 0.0 0.0 0.1 0.0744
H -0.6558 -2.7288 3.9186 0.0 0.0 0.0 0.0936
H -2.6169 -1.2791 -2.1841 0.0 0.0 -0.1 0.1039
H -2.3405 5.5992 -2.6472 0.0 0.0 0.0 0.1198
H -0.8119 -2.9283 1.1511 -0.1 0.1 0.0 0.0815
H 5.8315 -3.1661 0.7552 0.0 0.0 0.0 0.1206
H 4.8056 -1.8682 2.6139 0.0 0.1 0.0 0.1208
H -1.0772 -1.1761 4.6521 0.0 0.0 0.0 0.1031
H -5.0544 0.0912 1.8160 0.0 0.0 0.0 0.1177
H 2.4041 -2.2040 -1.6151 0.0 0.1 0.0 0.1075
H -1.9125 -3.3595 -0.8728 0.0 0.0 0.0 0.1111

=====

[2]
44
Properties=species:S:1:pos:R:3:forces:R:3:lowdin_charge:R:1 method="wB97M-V/def2-TZVPD" de_lowest_kcal_mol=17.8 smiles="COc1ccccc1CNC(=O)COc1ccc2c(c1)CCC2" orbital_gap_ev=8.994 charge=0
O -3.4606 -2.1452 0.0127 -0.3 0.1 0.0 0.0644
O -0.6725 -2.2866 -2.2066 0.2 0.0 0.0 -0.0529
O 1.2804 -1.6632 1.0928 -0.5 0.0 0.2 -0.0926
N -1.2808 -2.6298 0.4032 0.4 -0.2 0.0 0.0935
C -0.7658 2.5210 -0.7453 -0.1 0.1 0.1 -0.1153
C -0.7254 -0.9603 2.0942 0.1 -0.2 -0.1 -0.1313
C -0.9726 1.2720 2.9669 0.0 0.2 0.1 -0.0934
C -2.3411 -2.3916 -0.3860 0.3 -0.2 -0.3 -0.5013
C 2.6151 -1.4295 0.7128 0.3 0.1 -0.1 -0.0696
C -0.1650 -1.0231 -2.0338 0.1 0.2 -0.1 -0.2579
C 1.5261 2.8512 -1.5500 0.1 0.1 -0.1 -0.1272
C 0.3289 1.5574 2.6039 -0.1 0.0 0.1 -0.0987
C -0.2182 1.2505 -1.3215 0.3 0.0 -0.1 -0.1736
C 1.7699 0.3868 -2.3542 -0.1 -0.1 0.0 -0.0374
C 1.0835 1.4351 -1.7722 -0.2 0.0 0.1 -0.1994
C -1.4925 0.0145 2.7050 0.1 -0.1 -0.1 -0.0274
C 1.1077 0.6045 1.9676 0.2 -0.2 -0.2 -0.0194
C -1.2846 -2.3346 1.8189 0.0 0.0 0.1 -0.1003
C -2.0241 -2.5140 -1.8831 -0.4 0.1 0.0 -0.0952
C -0.8572 0.0328 -1.4464 -0.1 -0.3 -0.1 0.0528
C 1.1429 -0.8408 -2.4801 -0.1 -0.1 0.0 -0.0134
C 0.4819 3.4010 -0.5639 0.0 0.1 0.0 -0.1636
C 0.5891 -0.6563 1.7069 -0.2 0.1 0.2 -0.2244
H -2.3198 -2.3947 2.1602 0.2 0.0 0.1 0.1239
H 2.6840 -0.6222 -0.0223 0.0 -0.1 0.1 0.0785
H -2.5097 -0.2181 2.9822 -0.1 -0.1 0.0 0.1169
H -0.6818 -3.0924 2.3287 -0.1 0.0 0.0 0.1323
H 0.2706 4.4554 -0.7348 0.0 0.0 0.1 0.1056
H -2.6925 -1.8434 -2.4370 0.1 0.0 0.1 0.1398
H 2.7821 0.5161 -2.7102 0.1 0.0 0.0 0.1157
H 0.8525 3.2898 0.4551 0.0 0.0 0.0 0.0871
H 2.9575 -2.3580 0.2584 0.0 0.1 0.0 0.0995
H 0.7495 2.5296 2.8159 0.0 0.1 0.0 0.1045
H -1.8663 -0.0813 -1.0826 -0.1 0.0 0.0 0.1240
H -1.5806 2.0200 3.4522 -0.1 0.1 0.0 0.1021
H 2.5425 2.9193 -1.1603 0.0 0.0 0.0 0.1118
H -2.2278 -3.5418 -2.1985 0.0 0.2 0.1 0.1412
H -1.4662 2.9724 -1.4532 -0.1 0.0 0.0 0.1217
H 2.1163 0.8548 1.6802 0.1 0.0 0.0 0.1078
H -0.3702 -2.7281 -0.0232 -0.2 0.0 -0.1 0.1309
H 1.4968 3.3973 -2.4973 0.1 0.1 0.0 0.1171
H -1.2958 2.3533 0.1924 -0.1 0.0 0.0 0.1059
H 3.2431 -1.1985 1.5791 0.0 0.0 0.0 0.0988
H 1.6508 -1.6810 -2.9268 0.1 -0.1 -0.1 0.1184

=====

[3]
24
Properties=species:S:1:pos:R:3:forces:R:3:lowdin_charge:R:1 method="wB97M-V/def2-TZVPD" de_lowest_kcal_mol=93.7 orbital_gap_ev=6.546 charge=+1
N 3.1781 1.1214 -0.4518 -0.3 0.4 -0.5 0.1193
N 1.5189 -0.2918 -0.0192 -0.2 -5.0 -3.4 -0.0435
N -2.2896 1.3341 -0.6822 1.1 -0.6 -0.2 -0.0693
C 1.3744 0.6943 0.8495 -1.8 2.1 4.5 -0.0934
C -1.0987 -2.9076 0.7752 -0.5 -0.3 1.6 -0.0496
C 2.6646 0.0549 -0.8964 -0.4 -0.9 0.9 -0.0451
C 2.3770 1.5753 0.6452 1.4 -0.1 0.4 -0.0159
C -1.3588 2.3715 -1.1463 -2.3 1.8 1.4 -0.1719
C 0.8406 -1.4601 -0.0718 -0.2 2.7 1.1 0.1559
C -0.4595 -1.5556 0.6408 1.0 -1.2 -1.8 -0.1932
H -1.2940 -3.1847 1.8550 0.5 0.4 -1.2 0.1166
H 0.6290 0.5213 1.7309 1.7 1.0 -1.9 0.1787
H -0.6996 2.5859 -0.3019 0.6 -0.3 -0.5 0.0508
H 1.2327 -2.2857 -0.6328 0.3 0.0 -0.6 0.1569
H -1.0505 -0.8515 0.0957 -0.9 0.8 -0.8 0.1150
H 2.8246 2.3858 1.2792 -1.1 -0.8 -0.8 0.1472
H 2.9037 -0.6469 -1.7216 0.1 0.9 0.6 0.1568
H -0.3526 -1.0931 1.5437 0.3 1.2 2.6 0.0798
H -0.4189 -3.6103 0.3611 0.2 -1.1 -0.3 0.0641
H -0.9219 1.9867 -2.0374 0.8 0.5 -0.7 0.0535
H -2.0621 -2.9586 0.2947 -0.1 -0.1 -0.4 0.0860
H -3.1663 1.3603 -1.1480 -0.7 0.0 -0.5 0.0551
H -2.4590 1.4624 0.2803 -0.5 0.2 1.2 0.0398
H -1.9119 3.3919 -1.2416 1.0 -1.6 -0.6 0.1064

=====

[4]
15
Properties=species:S:1:pos:R:3:forces:R:3:lowdin_charge:R:1 method="wB97M-V/def2-TZVPD" de_lowest_kcal_mol=95.6 orbital_gap_ev="9.003 / 6.696" spin_multiplicity=3 charge=+1
O -0.6359 1.1922 -1.2928 -1.6 0.8 0.1 -0.0985
N 0.5121 0.3371 -0.9999 -0.3 5.2 0.4 -0.1472
N -0.6139 -2.6376 1.4456 -0.6 -0.6 0.4 0.1355
N 1.5208 0.9289 -0.3648 1.5 -0.4 -0.9 0.1401
N 0.1720 -1.3448 -0.3044 0.1 -3.4 2.1 0.1880
N -1.0718 1.9903 -0.1637 3.2 0.3 -0.4 0.0665
C -0.2667 -1.4546 0.8905 0.2 -1.8 -0.4 -0.2968
H -1.0234 -2.6226 2.3571 -0.2 0.2 0.5 0.1001
H 2.4621 0.8211 -0.8216 -1.4 0.2 1.1 0.1705
H 0.8760 -0.0402 -1.8366 -0.5 -0.3 -1.6 0.1459
H -0.2815 -0.5734 1.5503 0.0 -0.3 0.1 0.1335
H -2.0040 1.9208 0.1950 -0.8 -1.2 -0.9 0.0885
H -0.8885 2.9640 -0.4282 0.0 -0.6 0.0 0.1055
H 1.4187 1.1463 0.6113 0.0 0.1 0.1 0.1163
H -0.6286 -3.6108 1.0703 0.3 1.7 -0.5 0.1522

=====

[5]
81
Properties=species:S:1:pos:R:3:forces:R:3:lowdin_charge:R:1 method="wB97M-V/def2-TZVPD" orbital_gap_ev=7.281 charge=+1
Bi 1.7439 -0.7447 -0.0433 -0.5 0.3 0.5 1.8805
O -0.2195 -1.6380 0.4546 0.3 -0.1 -0.2 -0.1938
O -3.2053 3.9044 -0.6483 -0.2 0.1 0.0 -0.0977
O 0.0033 0.5704 -5.0754 0.0 0.1 -0.2 -0.0939
O -2.5181 0.9118 0.1537 -0.2 -0.1 0.0 -0.0820
N 0.1601 1.0205 -0.2370 0.4 0.1 -0.3 -0.0284
N -1.0394 2.6652 -1.4402 0.3 0.1 -0.1 0.1494
N 0.0332 0.9883 -2.5629 0.1 -0.1 0.0 0.1684
N 4.1407 -1.9166 0.0177 0.1 0.0 -0.2 -0.0245
N 1.9466 -2.7869 1.2416 0.2 0.0 0.0 -0.1048
N 0.7800 -3.3297 1.7005 -0.3 0.3 -0.2 0.0925
C 0.4251 1.7746 2.0597 0.0 0.0 0.0 -0.0580
C -0.7064 6.0028 1.0644 0.0 0.0 0.0 -0.0733
C -0.8879 3.7630 -0.5646 0.0 -0.1 -0.1 -0.1815
C 1.3851 -1.1117 -2.1897 0.0 0.1 0.1 -0.2884
C 4.2800 -2.4814 1.2254 -0.1 -0.1 0.0 -0.2428
C 0.3497 4.2291 -0.1565 0.0 0.0 -0.1 -0.0263
C 1.2710 -1.4876 -4.9498 0.0 -0.1 0.0 -0.0054
C 0.0762 0.5255 -6.4992 0.0 0.0 0.1 -0.0470
C -3.2476 -3.9698 3.0869 0.0 0.0 0.0 -0.0745
C -0.2568 -2.6999 1.1841 0.2 -0.2 0.3 -0.4324
C -0.2662 1.5214 -1.3525 -0.2 0.0 0.1 -0.3497
C -4.4136 4.5820 -0.3263 0.1 0.0 0.0 -0.0615
C 0.7035 -0.1868 -2.9791 -0.1 0.0 0.2 -0.1728
C -1.5968 -3.2702 1.4874 0.1 -0.1 0.1 -0.1658
C -2.0358 -3.3566 2.8033 0.0 0.0 0.0 -0.0290
C -2.0446 4.4358 -0.1709 -0.1 0.1 0.1 -0.2236
C -1.7808 1.2946 1.2223 -0.1 -0.1 0.1 -0.2317
C -3.9084 0.6963 0.3514 0.1 0.0 0.0 -0.0480
C -0.0925 2.0419 3.3209 0.0 0.0 0.0 -0.0778
C 5.2198 -1.4598 -0.6191 -0.2 -0.1 0.1 -0.1223
C -3.5773 -4.4087 0.7449 0.0 0.0 0.0 -0.0754
C 3.0470 -3.0113 1.8640 -0.1 -0.1 0.0 -0.2687
C 1.9198 -2.4223 -4.1461 0.0 0.0 -0.1 -0.0725
C -2.2993 1.5543 2.4849 0.0 0.1 0.0 0.0000
C 6.4907 -1.5187 -0.0755 0.1 0.0 0.0 -0.0388
C 3.1142 -3.7549 3.1597 0.1 0.0 0.0 -0.0115
C 6.6367 -2.0858 1.1793 0.0 0.0 0.0 -0.0327
C 0.6679 -0.3859 -4.3761 0.0 -0.1 0.0 -0.2243
C 1.9797 -2.2320 -2.7839 0.0 0.0 0.1 -0.1501
C -0.4007 1.4018 1.0101 0.0 -0.1 0.0 -0.2568
C 0.4450 5.3407 0.6706 -0.1 0.0 0.0 -0.0795
C -4.0119 -4.5083 2.0599 0.0 0.0 0.0 -0.0809
C -1.9532 5.5578 0.6371 0.0 0.0 0.0 -0.0082
C 5.5220 -2.5822 1.8357 0.1 -0.1 0.1 0.0036
C -1.4563 1.9250 3.5278 0.0 0.0 0.0 -0.0680
C -2.3745 -3.7816 0.4556 -0.1 0.1 -0.1 -0.0253
H -1.9623 2.5622 -1.8370 0.0 0.0 0.0 0.1523
H 1.2439 3.7183 -0.4990 0.0 0.0 0.0 0.1210
H -3.3611 1.4681 2.6668 0.0 0.0 0.0 0.1089
H -3.5895 -4.0370 4.1118 0.0 0.0 0.0 0.1058
H 1.4167 5.6942 0.9901 0.0 0.0 0.0 0.1057
H 5.6192 -3.0505 2.8049 0.0 0.0 0.0 0.1136
H -2.8427 6.0920 0.9399 0.0 0.0 0.0 0.1079
H -5.2114 4.0302 -0.8121 0.0 0.0 0.0 0.0948
H 2.1097 -3.9211 3.5332 0.0 0.0 0.0 0.0715
H -1.4308 -2.9392 3.6003 0.0 -0.1 0.0 0.1158
H 5.0508 -1.0449 -1.6074 0.0 0.0 0.0 0.1176
H 1.2360 -1.6327 -6.0199 0.0 0.0 0.0 0.1105
H -4.9450 -5.0095 2.2841 0.0 0.0 0.0 0.1056
H -0.4399 -0.3528 -6.8879 0.0 0.0 0.0 0.0995
H -0.4192 1.4212 -6.8561 0.0 0.0 0.0 0.0976
H -2.0342 -3.6926 -0.5704 0.0 0.0 0.1 0.1194
H -4.0828 -0.0856 1.0930 0.0 0.0 0.0 0.1006
H -1.8777 2.1145 4.5072 0.0 0.0 0.0 0.1089
H -4.5813 4.5916 0.7519 0.0 0.0 0.0 0.0979
H 7.3410 -1.1369 -0.6230 0.0 0.0 0.0 0.1141
H 1.4892 1.8806 1.8726 0.0 0.0 0.0 0.1008
H -0.6452 6.8769 1.7004 0.0 0.0 0.0 0.1081
H 3.6864 -3.1863 3.8958 0.0 0.0 0.0 0.0882
H 3.6004 -4.7252 3.0306 0.0 0.0 0.0 0.1024
H -4.3035 0.3771 -0.6079 0.0 0.0 0.0 0.0991
H 0.5647 2.3479 4.1241 0.0 0.0 0.0 0.1057
H -4.4022 5.6063 -0.7013 0.0 0.0 0.0 0.1001
H -4.1710 -4.8269 -0.0576 0.0 0.0 0.0 0.1055
H -0.3009 1.5387 -3.3393 0.1 0.1 0.0 0.1440
H 1.1140 0.5229 -6.8329 0.0 0.0 0.0 0.1015
H 2.4978 -2.9584 -2.1651 0.0 0.1 0.0 0.0917
H -4.4090 1.6167 0.6597 0.0 0.0 0.0 0.0870
H 2.3792 -3.2911 -4.6002 0.0 0.0 0.0 0.1125
H 7.6121 -2.1442 1.6441 0.0 0.0 0.0 0.1193

=====

[6]
82
Properties=species:S:1:pos:R:3:forces:R:3:lowdin_charge:R:1 method="wB97M-V/def2-TZVPD" orbital_gap_ev="5.486 / 4.787" spin_multiplicity=3 charge=+2
Mo -0.0810 0.0337 4.9575 3.0 2.4 0.7 1.6449
P 1.9082 0.4345 -3.8248 0.2 1.3 -1.8 1.1221
P -0.0283 -2.1980 -3.5771 -0.9 0.0 0.1 1.0937
O 0.5552 -1.0839 7.6202 -0.3 1.4 -1.1 -0.0617
O 0.3520 1.1488 8.0903 0.2 -1.6 -1.3 -0.0230
C -1.8426 2.3958 5.9644 -0.5 0.4 0.7 -0.1564
C 0.2033 0.4364 -4.4079 -1.7 -1.5 0.0 -0.3273
C 3.3805 3.0469 -1.0444 -0.1 0.1 0.0 -0.0696
C -1.9699 -5.3861 -6.3956 0.4 0.2 0.3 -0.0519
C -2.3133 1.2004 6.8188 0.3 0.7 0.7 -0.1626
C -0.4512 1.8149 3.8675 1.0 0.7 1.1 -0.2768
C 3.1711 1.9423 -1.8632 -0.3 0.0 -0.4 -0.1023
C 2.9518 0.8749 -7.8033 -0.1 0.0 -0.1 -0.0615
C -2.5746 -4.1347 -6.2755 0.1 0.2 0.1 -0.0597
C 2.6123 1.1443 -5.4129 0.4 -0.6 0.3 -0.3488
C -0.1873 -4.6496 -4.9252 -0.2 0.4 0.2 -0.0983
C -1.3398 -1.4841 0.2300 -0.2 -0.2 -0.1 -0.0874
C -0.8350 -3.4038 -4.7376 0.7 -0.5 -0.3 -0.3793
C -0.5282 2.1093 5.2785 -0.3 0.2 -1.2 -0.2294
C 3.5156 2.9676 -6.7387 -0.2 -0.2 0.1 -0.0515
C 0.5879 -0.0621 8.3831 -0.2 1.0 0.2 -0.6855
C 1.0423 2.8659 -2.5857 0.1 0.2 0.1 -0.0849
C -1.9280 -0.1112 6.2035 -2.1 -1.5 -1.0 -0.2073
C -2.7554 -3.2515 -0.6534 0.1 0.3 0.2 -0.0506
C 0.9330 -0.2721 9.8398 0.2 -0.5 0.5 0.0023
C -2.0039 -3.1411 -5.4648 -0.1 0.0 0.0 -0.0910
C 3.1159 2.4486 -5.5026 0.1 0.1 0.0 -0.0724
C -1.0074 -2.3049 -2.0264 0.4 0.0 0.2 -0.3626
C 2.0072 0.2145 5.0850 0.0 -1.5 0.2 -0.1718
C 1.2565 3.9743 -1.7523 0.1 -0.2 -0.1 -0.0619
C -1.6199 1.3461 3.0541 -0.6 0.0 -0.6 -0.1818
C 2.0237 1.8781 -2.6862 0.3 -0.6 0.7 -0.3987
C -0.7598 -5.6343 -5.7282 -0.2 0.2 -0.1 -0.0610
C -0.6259 -1.4560 -0.9638 -0.3 -0.3 -0.2 -0.0960
C -2.0642 -3.2044 -1.8663 0.0 0.0 0.3 -0.0627
C -2.2188 -0.4491 4.8466 -1.4 -1.0 2.6 -0.2208
C -0.6490 -0.6084 -4.1768 1.0 1.7 0.1 -0.3052
C -2.4107 -2.3758 0.3870 0.2 -0.1 -0.3 -0.0671
C 2.5807 0.3405 -6.5728 -0.1 0.1 0.2 -0.0947
C 3.4060 2.1945 -7.8988 0.0 -0.1 0.4 -0.0447
C -2.7072 0.5395 3.8217 -0.9 -0.1 -1.0 -0.1745
C 2.4322 4.0791 -1.0029 0.0 -0.3 -0.1 -0.0616
H -1.0603 -0.8120 1.0479 -0.1 -0.3 -0.4 0.0690
H -1.7428 -0.5069 -4.2218 0.5 0.1 -0.5 0.0922
H 3.8870 1.1199 -1.8820 -0.1 0.3 0.0 0.1079
H 2.2411 -0.6968 -6.5075 0.1 0.3 -0.1 0.1078
H 2.3720 1.2473 5.0644 -0.3 -0.1 0.1 0.0449
H -3.4716 1.2289 4.2200 0.5 -0.4 0.2 0.1292
H 2.3569 -0.3308 5.9724 0.2 0.2 -0.3 0.0274
H -2.9773 -2.3830 1.3190 0.1 -0.1 -0.2 0.1009
H -2.3533 -3.8557 -2.6916 0.1 0.1 0.3 0.1093
H -2.4222 -6.1649 -7.0104 0.1 0.3 0.2 0.1179
H -1.8447 1.2872 7.8081 -0.1 -0.2 -0.4 0.1077
H -1.7064 3.2735 6.6217 0.0 -0.4 -0.3 0.1417
H -2.4698 -2.1568 -5.3996 0.0 -0.4 -0.1 0.0956
H 2.2983 -0.3371 4.1547 -0.1 0.2 0.4 0.0434
H 0.4967 4.7535 -1.6874 0.2 -0.2 -0.1 0.1137
H 1.8490 0.2756 10.0740 -0.1 -0.1 -0.1 0.0924
H -2.1011 2.2086 2.5544 0.1 -0.3 0.3 0.1487
H 2.8868 0.2613 -8.7037 0.0 0.2 0.3 0.1174
H 3.1741 3.0715 -4.6090 0.0 -0.1 -0.3 0.1037
H 0.1194 2.7737 -3.1568 0.2 0.2 0.1 0.1023
H -1.2628 0.7240 2.2179 0.1 0.2 0.2 0.0829
H -2.6344 2.6842 5.2558 0.6 0.0 0.1 0.1125
H -3.5007 -3.9223 -6.8190 0.4 0.0 0.2 0.1177
H -2.4018 -1.5142 4.6203 0.4 0.4 0.1 0.1326
H -3.4058 1.2577 6.9987 0.4 -0.3 -0.3 0.1477
H -0.2617 -6.5973 -5.8401 -0.1 0.3 0.0 0.1157
H 0.1540 0.1475 10.4815 0.0 0.0 -0.2 0.0910
H -3.5671 -3.9657 -0.5228 0.2 0.2 0.0 0.1174
H 1.0703 -1.3276 10.0716 0.0 0.1 0.0 0.0823
H 4.2826 3.1000 -0.4295 -0.3 0.0 -0.2 0.1158
H -3.2527 -0.0725 3.0750 0.3 0.4 0.2 0.1259
H 0.7695 -4.8276 -4.4293 -0.3 -0.1 -0.1 0.1039
H -0.0818 1.2909 -5.0408 -0.1 -0.2 0.6 0.1018
H 0.3695 2.4882 5.7851 -0.3 -0.1 -0.3 0.1241
H -1.7285 -0.9558 6.8766 -0.1 0.3 -0.2 0.1216
H 3.9046 3.9810 -6.7909 -0.1 -0.2 0.0 0.1153
H 0.3760 2.2398 3.2874 0.0 -0.4 0.2 0.1311
H 0.2201 -0.7774 -1.0878 -0.2 -0.1 0.0 0.0946
H 3.6759 2.6181 -8.8659 0.0 -0.2 0.3 0.1193
H 2.6093 4.9520 -0.3712 -0.1 -0.3 -0.2 0.1149